# 1
{"formula": "C4H6N2O", "method": "ωB97M-V/def2-TZVPD", "e_lumo_ev": 0.84, "total_charge": 0, "total_energy_ha": -340.71814, "e_homo_ev": -9.42, "smiles": "c1cn[nH]c1.C=O", "elements": ["C", "O", "C", "N", "N", "C", "C", "H", "H", "H", "H", "H", "H"], "xyz": [[-2.88762, 0.13664, 0.79976], [-2.47357, -0.92540, 1.18910], [0.13262, 0.12689, -0.74360], [0.88182, 1.21248, -0.87252], [2.08914, 0.82808, -0.43960], [2.12952, -0.46562, -0.04164], [0.85992, -0.96340, -0.22119], [-3.81410, 0.21941, 0.19651], [-2.36501, 1.08971, 1.01196], [-0.90761, 0.15591, -1.04028], [2.84219, 1.49660, -0.44260], [3.03942, -0.91729, 0.32828], [0.50233, -1.95895, -0.00242]], "nbo_charge": [0.272, -0.495, -0.061, -0.269, -0.334, -0.058, -0.342, 0.107, 0.117, 0.200, 0.406, 0.220, 0.238]}

---

# 2
{"formula": "C4H6N2O", "method": "ωB97M-V/def2-TZVPD", "e_lumo_ev": [-1.68, -0.89], "total_charge": 0, "total_energy_ha": -340.62769, "e_homo_ev": [-8.27, -8.59], "elements": ["C", "O", "C", "C", "N", "C", "N", "H", "H", "H", "H", "H", "H"], "xyz": [[-2.06533, -0.24228, -0.40346], [-1.20831, 0.67492, -0.27251], [0.13246, 0.45243, -0.27826], [1.12434, 1.43715, -0.20395], [2.29638, 0.80268, -0.20729], [1.95304, -0.51569, -0.27788], [0.65424, -0.79186, -0.33380], [-3.09939, 0.07052, -0.31262], [-1.14941, -1.39513, 2.03404], [-1.73346, -1.25986, -0.59143], [1.02158, 2.51536, -0.16265], [2.70616, -1.29690, -0.27185], [-0.57188, -1.38246, 1.55910]], "nbo_charge": [0.135, -0.302, 0.290, -0.053, -0.478, 0.193, -0.562, 0.182, -0.028, 0.206, 0.210, 0.186, 0.021]}

---

# 3
{"formula": "C4H6N2O", "method": "ωB97M-V/def2-TZVPD", "e_lumo_ev": 0.68, "total_charge": 0, "total_energy_ha": -340.64193, "e_homo_ev": -7.33, "elements": ["C", "C", "N", "C", "C", "O", "N", "H", "H", "H", "H", "H", "H"], "xyz": [[-1.73777, -1.10652, 0.28737], [-0.55661, -0.37807, -0.23821], [-0.25795, -0.22222, -1.47857], [0.89040, 0.30602, -1.82724], [1.34563, 0.92863, 0.14388], [2.18998, 1.17746, 1.18997], [0.34207, 0.20933, 0.64409], [-2.32715, -1.43841, -0.56789], [-2.36115, -0.46297, 0.91980], [-1.43211, -1.98153, 0.87161], [0.75070, 1.12593, -2.55729], [2.88222, 1.81011, 0.97090], [0.27175, 0.03224, 1.64158]], "nbo_charge": [-0.651, 0.299, -0.446, -0.074, 0.388, -0.705, -0.579, 0.246, 0.217, 0.217, 0.175, 0.500, 0.412]}

---

# 4
{"formula": "C4H6N2O", "method": "ωB97M-V/def2-TZVPD", "e_lumo_ev": 0.79, "total_charge": 0, "total_energy_ha": -340.73346, "e_homo_ev": -7.52, "smiles": "Nc1c[nH]c(O)c1", "elements": ["N", "C", "C", "N", "C", "O", "C", "H", "H", "H", "H", "H", "H"], "xyz": [[1.17423, -0.24967, 1.90475], [0.55799, 0.02271, 0.67414], [-0.12277, 1.17570, 0.35422], [-0.51865, 1.06981, -0.96366], [-0.19829, -0.16857, -1.41053], [-1.10049, -0.75883, -2.26077], [0.56491, -0.81858, -0.47438], [0.77029, 0.31806, 2.63742], [1.12177, -1.22611, 2.16731], [-0.36217, 2.04210, 0.94835], [-1.21112, 1.61631, -1.44628], [-1.62110, -1.19391, -1.57309], [0.94540, -1.82902, -0.55749]], "nbo_charge": [-0.804, 0.099, -0.162, -0.522, 0.410, -0.688, -0.397, 0.367, 0.369, 0.208, 0.414, 0.482, 0.224]}

---

# 5
{"formula": "C4H6N2O", "method": "ωB97M-V/def2-TZVPD", "e_lumo_ev": 0.83, "total_charge": 0, "total_energy_ha": -340.63126, "e_homo_ev": -6.94, "elements": ["N", "C", "C", "O", "C", "C", "N", "H", "H", "H", "H", "H", "H"], "xyz": [[-0.85318, -1.90278, 0.30112], [-0.52821, -0.62772, 0.10793], [-0.56548, 0.50010, -0.67158], [-1.45242, 0.74550, -1.70064], [0.69857, 1.18876, -0.47295], [1.45984, 0.57367, 0.45726], [0.65402, -0.52466, 0.98153], [0.45318, -1.76145, 0.87218], [-1.61039, -2.31789, -0.22163], [-1.97675, 1.51943, -1.46030], [1.00197, 2.06041, -1.04406], [2.39229, 0.84292, 0.92797], [0.32656, -0.29629, 1.92317]], "nbo_charge": [-0.913, 0.336, 0.042, -0.685, -0.198, -0.156, -0.637, 0.495, 0.386, 0.475, 0.225, 0.218, 0.412]}

---

# 6
{"formula": "C4H6N2O", "method": "ωB97M-V/def2-TZVPD", "e_lumo_ev": [0.50, 0.41], "total_charge": 0, "total_energy_ha": -340.57224, "e_homo_ev": [-6.61, -6.59], "elements": ["N", "C", "C", "O", "C", "C", "N", "H", "H", "H", "H", "H", "H"], "xyz": [[1.85216, 0.75231, 0.14511], [0.71222, 0.20760, -0.41463], [-0.27623, -0.88702, 0.15811], [-0.12434, -2.17807, -0.19344], [-1.02747, -0.27726, 1.10844], [-1.35591, 0.39831, -0.22363], [-0.29263, 1.04148, -0.83021], [2.59197, 0.08913, 0.32428], [1.73867, 1.41890, 0.89934], [0.44709, -2.19747, -0.98333], [-1.74628, -0.74980, 1.76587], [-2.33451, 0.35871, -0.70049], [-0.18474, 2.02317, -1.05542]], "nbo_charge": [-0.832, 0.169, 0.293, -0.654, -0.376, -0.084, -0.554, 0.382, 0.368, 0.478, 0.210, 0.202, 0.398]}

---

Please write out number 4 again, unchanged.
{"formula": "C4H6N2O", "method": "ωB97M-V/def2-TZVPD", "e_lumo_ev": 0.79, "total_charge": 0, "total_energy_ha": -340.73346, "e_homo_ev": -7.52, "smiles": "Nc1c[nH]c(O)c1", "elements": ["N", "C", "C", "N", "C", "O", "C", "H", "H", "H", "H", "H", "H"], "xyz": [[1.17423, -0.24967, 1.90475], [0.55799, 0.02271, 0.67414], [-0.12277, 1.17570, 0.35422], [-0.51865, 1.06981, -0.96366], [-0.19829, -0.16857, -1.41053], [-1.10049, -0.75883, -2.26077], [0.56491, -0.81858, -0.47438], [0.77029, 0.31806, 2.63742], [1.12177, -1.22611, 2.16731], [-0.36217, 2.04210, 0.94835], [-1.21112, 1.61631, -1.44628], [-1.62110, -1.19391, -1.57309], [0.94540, -1.82902, -0.55749]], "nbo_charge": [-0.804, 0.099, -0.162, -0.522, 0.410, -0.688, -0.397, 0.367, 0.369, 0.208, 0.414, 0.482, 0.224]}